No. 1
Formula: C34H46N10O8S
Source: the Open Molecules 2025 dataset
Level of theory: ωB97M-V/def2-TZVPD

XYZ file:
```
99
Properties=species:S:1:pos:R:3:forces:R:3
C 22.43500 50.81700 5.83300 -2.18 -0.45 1.23
C 15.01800 45.44300 8.88400 -0.23 -3.01 -2.86
C 17.15100 52.21600 7.40200 1.30 -2.62 -0.16
C 13.98100 48.57400 11.72000 2.49 1.24 -3.92
H 21.03300 50.33800 13.70700 0.64 0.82 2.65
N 18.10400 44.65100 10.86600 1.22 5.23 1.31
N 17.44500 43.62400 7.20800 2.17 3.60 0.75
C 22.72200 45.34700 7.31800 1.59 -5.38 -4.37
C 15.42700 48.13500 11.42600 -4.20 2.79 -0.47
O 13.34300 45.58800 10.40100 -1.87 3.12 5.41
C 17.63800 50.84200 7.79100 -3.78 3.53 -5.41
H 13.32500 48.73100 12.65600 1.60 -0.76 -1.67
H 16.96200 41.86900 8.48600 0.23 0.80 -0.12
C 22.66800 48.53300 5.99100 1.01 0.87 0.41
C 17.77800 43.44800 11.23200 3.66 4.79 12.38
H 20.92400 49.36500 9.40300 0.44 -0.39 -2.12
C 21.19000 50.31300 6.58000 6.84 -2.27 -3.48
H 17.04300 50.19700 4.54900 -0.27 1.67 1.09
N 21.50200 45.41900 6.72000 -1.81 3.85 2.10
H 20.77700 48.27200 7.07500 -0.39 -0.75 0.34
C 18.85200 47.80200 4.37400 6.79 0.79 -4.27
N 15.76800 48.48100 10.13300 -2.50 0.46 0.93
N 19.59200 49.06100 10.97300 -0.64 0.16 -0.13
N 13.74200 44.98100 9.52600 0.85 -3.41 -5.92
C 16.97600 42.84200 5.16800 0.49 -0.52 2.20
H 18.53500 49.13400 12.87600 2.03 0.24 -1.29
N 18.84600 48.63200 3.02000 6.45 -1.37 2.78
O 17.44500 47.47100 7.02200 1.29 -1.05 0.04
O 13.09800 44.09500 8.94400 0.48 -0.17 0.33
C 17.07800 50.84300 5.48400 -0.16 -0.10 2.47
H 19.34500 46.91000 3.99300 -0.08 -0.17 0.85
O 17.95800 47.97000 9.25700 3.28 -1.17 -1.94
N 21.43200 48.88200 6.65400 3.18 3.77 -2.50
H 17.04800 53.02200 8.17900 0.25 -0.75 -1.35
C 16.86100 52.21300 5.91800 1.29 -1.50 1.01
H 16.24400 47.36800 6.38900 -3.62 -0.37 -1.51
C 14.68100 49.10000 9.37000 0.94 -1.94 5.26
H 19.25600 48.32300 5.18500 1.48 0.81 0.71
H 18.89000 48.50000 10.44900 0.60 0.73 0.34
H 20.23500 44.76700 5.27100 0.21 -0.52 -0.34
H 17.53600 42.92500 10.55400 -3.39 -8.03 -8.51
C 19.50700 49.33400 12.27100 1.87 2.06 4.24
C 14.41000 48.44300 5.58400 -2.65 -3.72 -0.07
C 23.42900 44.21000 6.56100 -4.91 1.63 -0.96
H 15.78700 45.32100 9.67300 -0.18 0.17 -0.99
H 16.72700 53.13700 5.24100 0.01 -1.85 1.37
H 16.77400 48.28300 9.82600 -2.47 0.43 0.02
C 13.10600 47.87800 5.14900 4.27 -3.43 0.46
O 19.75000 47.14600 7.62800 -2.15 0.76 1.41
C 21.22100 44.64500 5.69400 3.90 -3.73 -0.67
C 17.51700 43.99500 5.79700 -1.53 -2.77 1.92
H 24.35800 49.86000 5.00700 -0.77 -0.44 0.44
H 12.26200 48.32500 4.73100 -1.04 1.11 -0.28
H 14.79300 49.43900 5.90200 -0.64 -0.95 -0.61
H 12.67200 49.71600 10.08000 -0.03 -0.41 0.39
C 16.69300 41.76600 6.17500 1.36 3.18 1.80
H 24.44300 43.86500 6.64700 0.07 -0.05 0.30
C 14.64600 46.09100 5.59000 -5.53 2.01 -2.02
H 23.05200 45.79100 8.20700 -0.03 0.90 0.83
C 20.69000 49.55000 10.38400 3.45 1.58 5.19
C 17.06100 42.37900 7.53000 -1.44 -1.57 -6.20
C 21.60100 50.11200 11.46300 -6.88 -2.15 0.75
H 16.31300 40.74500 6.03300 0.23 0.75 -0.11
H 23.07100 47.43200 5.92900 -1.24 2.40 0.36
H 18.24900 45.16800 9.90700 -0.79 -1.69 1.44
C 18.37700 45.49100 11.93200 1.25 -3.19 4.63
H 20.72300 46.20300 6.99100 2.28 -2.51 -0.27
C 22.42100 43.68800 5.51900 -0.66 3.59 2.00
H 17.79100 44.41800 7.92600 -1.00 -2.34 -2.02
H 15.01800 49.29900 8.35000 -1.12 0.34 0.30
C 13.26900 46.30300 5.06100 1.95 2.40 1.58
H 15.09600 44.82000 7.68600 0.19 1.85 4.52
S 18.34400 47.07500 8.12000 0.03 -0.62 0.98
H 17.84100 45.01500 5.38300 -0.69 -1.85 1.15
O 17.87000 48.92000 2.51800 -7.04 1.42 -2.06
H 18.65100 44.80200 14.27700 -0.03 0.25 -0.53
H 22.58000 50.39300 11.35900 2.06 0.87 -0.44
H 16.85200 42.79800 4.10300 -0.14 -0.34 -0.23
O 18.10500 45.67600 8.58500 0.33 2.06 -1.02
H 22.54000 42.88100 4.73200 -0.12 1.30 1.27
C 20.80100 50.05800 12.76400 -3.00 -3.52 -8.65
H 16.23900 47.92000 12.09600 -0.13 -0.57 0.27
H 14.92000 45.06900 5.70400 1.41 -0.09 0.37
H 17.45700 48.95100 6.63300 0.05 3.29 0.25
H 17.79600 42.34400 13.16400 -0.27 -1.68 1.32
H 12.48300 45.42900 4.81100 2.02 2.52 0.58
N 17.38100 50.07000 6.65500 0.92 -0.14 -1.59
C 17.98200 43.26400 12.74600 0.57 4.75 -4.92
H 17.93400 47.80300 4.48200 -8.96 -1.27 1.43
H 22.51500 51.90000 5.46800 -0.01 -1.77 0.82
N 15.19900 47.30800 5.88500 2.17 0.25 0.60
C 13.57900 49.18400 10.35900 3.05 -0.99 -0.23
H 14.72000 46.43700 8.67300 0.53 1.29 -0.21
C 18.44800 44.56100 13.23400 -1.85 -0.08 -5.09
H 20.32300 50.82800 6.88200 -0.87 0.21 0.41
O 19.91500 48.86100 2.49000 1.47 -0.19 0.38
H 17.88500 50.28800 8.61900 0.44 -0.41 2.24
C 23.40800 49.73500 5.54900 -4.99 -0.73 1.59
H 18.77000 46.52500 11.95500 -0.38 -0.91 -0.72
```
Forces are in eV/Å.

**Net charge**: -2
**Electronic energy**: -2870.1570 a.u.
**Orbital gap**: 7.82 eV
**ΔE to the lowest compared entry with this formula, charge and spin**: 170.7 kJ/mol

Mulliken population analysis, charges in e, atoms 1 to 6: atom 1 (C): -0.58, atom 2 (C): 1.14, atom 3 (C): -1.03, atom 4 (C): -1.00, atom 5 (H): 0.54, atom 6 (N): 0.20

***

No. 2
Formula: C5H8N2O
Source: the Open Molecules 2025 dataset
Level of theory: ωB97M-V/def2-TZVPD

XYZ file:
```
16
Properties=species:S:1:pos:R:3:forces:R:3
N -1.06512 -1.54390 -1.04237 -5.47 -2.63 -3.66
H -1.06339 1.18142 1.69942 1.79 -0.94 0.01
H 0.81164 0.50489 1.96791 -1.81 1.42 -0.56
C -0.03841 0.89306 1.25215 0.70 -0.57 0.91
H 1.61775 -1.49023 0.58324 1.48 -0.34 1.05
O 1.36638 2.08801 -0.37175 -13.32 1.76 -11.22
C -0.18359 -0.32525 0.35979 -2.95 2.90 0.98
H 1.99244 2.00845 0.07860 15.98 -1.99 10.39
H 0.04312 -3.39471 -1.09617 0.74 4.16 1.54
C 0.32322 2.17811 0.48293 -3.38 1.40 1.00
H 0.40047 3.12550 1.20686 -0.16 -1.95 -1.31
C 0.62805 -1.42014 0.28951 0.54 0.30 -0.46
N -1.32803 -0.43398 -0.37294 1.92 0.46 0.24
H -1.93507 -2.07174 -1.79442 3.76 2.43 3.41
H -0.58031 2.31190 -0.18414 0.79 0.33 0.84
C 0.02644 -2.16485 -0.64773 -0.61 -6.75 -3.17
```
Forces are in eV/Å.

**Net charge**: 0
**Electronic energy**: -379.9012 a.u.
**SMILES**: OCCc1cc[nH]n1
**Orbital gap**: 9.76 eV
**ΔE to the lowest compared entry with this formula, charge and spin**: 490.9 kJ/mol

natural (NBO) population analysis, charges in e, atoms 1 to 6: atom 1 (N): -0.33, atom 2 (H): 0.24, atom 3 (H): 0.20, atom 4 (C): -0.46, atom 5 (H): 0.23, atom 6 (O): -0.66

***

No. 3
Formula: C17H52N10O9
Source: the Open Molecules 2025 dataset
Level of theory: ωB97M-V/def2-TZVPD

XYZ file:
```
88
Properties=species:S:1:pos:R:3:forces:R:3
H -2.90549 -0.01925 0.13879 -1.02 0.21 -0.11
C -3.01692 2.40110 -0.90093 -1.40 -0.11 -0.14
H -1.22618 -3.40569 -3.16894 0.55 -1.04 -0.41
H 1.89619 5.78593 0.36098 -0.29 -0.40 0.19
H 2.46905 -1.28061 0.23256 0.09 -0.65 1.00
H 2.58809 -4.78836 2.84790 0.47 -1.86 -0.42
H 1.44198 -2.25218 -4.17552 -0.16 -0.37 -0.15
H -1.87761 6.24197 0.04331 0.87 0.02 0.16
H -0.36404 7.02885 -0.61281 -0.36 -1.41 1.28
H -1.01662 -0.76191 -0.54828 -0.31 -1.09 -0.20
H 2.17987 -4.17666 -3.82008 0.84 -0.62 -0.12
H 0.10388 1.32871 1.82037 -1.05 -0.40 -0.56
N 2.16110 1.28435 -2.76404 0.48 0.76 3.18
H -1.00350 -1.85838 -3.04849 0.89 1.08 -0.12
N 2.80420 1.95658 1.92775 2.09 -0.16 0.46
N -0.85660 -1.49305 3.36503 3.25 -2.19 1.85
O -3.12722 0.54692 -2.32192 3.76 -4.45 -6.93
O -0.82375 3.99959 0.65484 -5.59 -6.72 4.58
O 0.82390 1.86687 -0.53947 -3.39 -3.43 1.99
N -0.53166 0.89696 1.10673 1.58 1.79 1.70
C 0.95669 -2.92850 -3.43141 -2.40 8.25 0.06
C 1.28304 4.93672 0.71802 0.92 -0.65 -0.62
C -3.92713 0.32742 -0.16365 -0.89 -2.00 0.46
H 1.07579 -3.80632 0.65539 0.36 0.13 -0.06
H -2.23593 -3.55743 2.45045 2.07 -0.93 -1.44
H 0.72586 2.94240 2.37522 -0.49 -0.22 0.44
H -0.45524 -3.84849 -1.12531 0.00 0.22 -0.41
H 3.71252 1.57648 1.79789 0.34 -0.27 0.22
H 1.50325 -1.35410 -2.08634 -0.15 0.01 -0.21
H -0.45200 -5.23486 -0.10029 -0.73 2.60 0.16
H -3.02822 3.14686 -1.65167 0.66 0.98 -0.69
C -0.76564 6.28066 0.17245 -1.00 2.48 0.24
N -1.42684 -3.92241 1.84518 -1.08 -1.72 2.66
O -1.12360 0.71508 4.27501 -2.02 -5.33 -3.04
H -0.51434 6.64386 1.17559 -0.53 0.71 -0.08
H 1.07394 -1.41961 1.24509 0.18 -0.31 0.49
O -1.64340 -2.17170 0.37562 1.74 -4.27 0.89
H 3.61815 -3.20201 1.47301 0.79 0.44 -0.57
C 2.07561 1.69781 2.97476 4.19 -7.20 7.39
H -4.73744 1.25444 -1.91494 -0.44 1.29 0.76
C -0.54577 -2.66360 -3.60720 -1.24 -0.35 -0.21
N 0.87846 2.13157 2.98361 -4.83 3.24 0.87
H 1.71461 0.18945 -5.53080 -0.95 -0.78 -1.84
H -0.98938 3.32244 -0.01355 0.22 0.08 0.67
C 1.47153 0.76926 -3.73806 -6.70 -0.23 3.17
H -0.21781 0.20317 -1.94144 -0.60 -0.81 0.39
H -0.90692 -1.97549 2.49371 -0.34 0.16 -0.40
H 3.08743 0.95407 -5.02040 0.52 0.21 0.60
H -1.07110 -4.90829 2.00037 -1.00 1.88 0.09
H 2.34789 2.36597 1.19315 -1.00 1.03 -2.53
H -4.41357 0.87313 0.69128 0.33 -0.53 -0.92
H -1.22015 0.28554 1.41532 -1.15 -1.30 0.20
H -0.18817 4.69139 -0.94244 1.31 0.41 0.01
H 0.74186 -2.67155 -1.28951 1.21 0.12 -0.91
C -0.11088 0.91078 -0.11467 4.58 3.92 -1.95
H 2.95581 1.84587 -3.01809 0.20 -0.20 0.26
H 1.45011 4.81626 1.81687 -0.92 0.70 -0.50
H 2.83297 -3.32206 3.67460 0.08 0.32 0.35
H -3.15547 -1.08777 2.28794 2.11 1.28 1.21
H -3.54009 2.77136 -0.05585 -1.08 0.76 0.63
H 2.41827 -2.75217 -1.90815 1.66 -1.07 0.46
C -3.75887 1.14120 -1.43744 -3.69 4.33 6.66
C 1.45222 -2.44626 -2.13951 -2.14 2.71 2.51
O 2.03917 -3.76995 0.62465 -4.59 -7.46 -8.95
C -1.21115 -3.40267 0.63260 -4.41 5.77 1.36
H 1.23133 -3.71487 3.07900 -0.44 -0.21 0.32
H 0.04565 -1.62661 3.82334 -0.47 0.36 0.07
H -2.92228 0.61531 2.54685 0.35 -1.26 0.72
H 2.67281 -1.01997 2.00997 -0.39 0.50 0.00
O 0.10433 0.44951 -3.58916 6.46 0.76 -1.06
H 1.77617 1.35743 -1.76810 -0.21 0.53 -1.09
C -1.50997 -0.38192 3.55028 2.22 5.78 3.08
H -4.53897 -0.58791 -0.46367 0.73 0.86 0.84
H 1.73396 3.99213 0.36037 -0.04 0.59 -0.33
C 2.29246 -3.79223 2.86663 -0.86 2.92 0.57
H -2.07614 2.23611 -0.38651 0.23 -0.81 -0.97
C 2.15840 -1.62401 1.26150 0.81 0.57 0.32
C 2.54156 -3.10630 1.51129 4.06 5.62 7.24
H 0.14892 1.94287 3.74921 1.71 -0.09 -1.18
N -0.66643 -4.18258 -0.20705 2.45 -4.79 -3.30
O 2.46895 0.83087 4.01400 -1.23 4.00 -5.08
N -2.53681 -0.33541 2.74097 -5.47 1.79 -2.59
C -0.17482 4.92918 0.14892 5.85 4.85 -5.41
N 2.15625 0.67440 -4.82074 0.31 -0.82 -3.42
N -0.55511 0.02454 -0.94470 0.52 0.50 -2.70
H -0.83548 -2.52233 -4.66538 0.15 -0.21 0.55
H -2.28436 0.33152 -1.98037 1.91 -0.53 0.05
O 1.27484 -4.13944 -3.55146 0.99 -8.25 -1.76
```
Forces are in eV/Å.

**Net charge**: 0
**Electronic energy**: -1903.4710 a.u.
**SMILES**: NC(N)=O.NC(N)=O.NC(N)=O.NC(N)=O.NC(N)=O.CC(C)O.CC(C)O.CC(C)O.CC(C)O
**Orbital gap**: 8.11 eV
**ΔE to the lowest compared entry with this formula, charge and spin**: 995.2 kJ/mol

Mulliken population analysis, charges in e, atoms 1 to 6: atom 1 (H): -0.05, atom 2 (C): -0.40, atom 3 (H): 0.49, atom 4 (H): 0.44, atom 5 (H): 0.01, atom 6 (H): 0.39